Record 1
Below is an isolated molecule of C18H29NO2, with properties calculated with ωB97M-V/def2-TZVPD.

Geometry as ORCA input:
```
! RIJCOSX wB97M-V def2-TZVPD def2/J DEFGRID3
* xyz 0 1
O -1.017 -2.951 2.121
O -3.317 -2.222 0.403
C 1.425 1.271 -2.769
C -0.203 2.534 -1.504
C 0.626 0.163 -2.672
C -0.979 1.384 -1.399
C 1.060 2.479 -2.132
C -0.580 0.203 -2.006
N -3.230 -5.487 0.529
C 1.516 1.084 2.938
C 2.002 3.663 -2.138
C -1.470 -0.979 -1.758
C 2.099 2.368 2.382
C 3.201 3.511 -1.208
C 2.555 2.193 0.909
C 2.944 3.529 0.291
C -1.096 -1.608 -0.395
C -3.856 -3.207 1.329
C -1.591 -3.666 1.041
C -2.065 -2.711 -0.044
C -2.882 -4.372 1.445
H -1.608 -2.180 2.338
H 2.389 1.191 -3.222
H -0.525 3.419 -1.015
H 0.961 -0.728 -3.175
H -1.951 1.473 -0.847
H -2.480 -6.159 0.514
H -3.369 -5.166 -0.414
H 0.800 0.639 2.256
H 1.065 1.285 3.917
H 2.320 0.377 3.032
H 1.495 4.589 -1.875
H 2.346 3.840 -3.129
H -1.404 -1.761 -2.525
H -2.506 -0.680 -1.709
H 3.034 2.646 2.958
H 1.386 3.211 2.438
H 3.816 2.639 -1.469
H 3.830 4.360 -1.364
H 1.704 1.771 0.340
H 3.363 1.445 0.819
H 2.191 4.254 0.544
H 3.855 3.871 0.782
H -1.119 -0.808 0.347
H -0.081 -2.018 -0.405
H -4.856 -3.549 1.035
H -3.900 -2.700 2.289
H -0.845 -4.386 0.666
H -2.219 -3.324 -0.964
H -2.830 -4.728 2.480
*
```

The calculation puts the HOMO energy at -8.63 eV. The value obtained for the relative energy (zero: lowest compared OMol25 entry of this formula, charge and spin) is 66.8 kJ/mol. The electronic energy comes out at -908.4962 Eh. Its SMILES is CCCCCCc1ccc(CC[C@@H]2OC[C@@H](N)[C@@H]2O)cc1.

Results of the natural (NBO) charge analysis, in e, for atoms 1 through 2: number 1, O, carries -0.71; number 2, O, carries -0.54


Record 2
Below is a structure of composition CHHgLiO2, with properties calculated with ωB97M-V/def2-TZVPD.

Geometry as ORCA input:
```
! RIJCOSX wB97M-V def2-TZVPD def2/J DEFGRID3
* xyz 0 3
O 1.468 -1.644 0.173
C -1.017 0.585 0.081
O 0.034 1.238 0.096
H -2.029 1.010 0.024
Li -0.365 -1.399 -0.210
Hg 1.910 0.210 -0.164
*
```

The calculation puts the HOMO energy (alpha / beta) at -7.09 / -7.93 eV. Its expectation value of S² is 2.0252. The value obtained for the relative energy (zero: lowest compared OMol25 entry of this formula, charge and spin) is 73.7 kJ/mol. The electronic energy comes out at -349.9354 Eh.

Results of the natural (NBO) charge analysis, in e, for atoms 1 through 2: number 1, O, carries -1.22; number 2, C, carries 0.00


Record 3
Below is a structure of composition C10H27IN5Re, with properties calculated with ωB97M-V/def2-TZVPD.

Geometry as ORCA input:
```
! RIJCOSX wB97M-V def2-TZVPD def2/J DEFGRID3
* xyz 1 2
Re 0.211 -0.446 0.493
N 1.038 1.206 -1.540
C 0.821 2.615 -1.221
C 0.911 2.824 0.295
N -0.027 1.990 1.065
C -1.425 2.394 0.815
C -2.138 1.491 -0.200
N -2.019 0.092 0.230
C 0.307 2.115 2.496
C -0.426 1.104 3.384
N -0.164 -0.270 2.939
H 2.028 0.981 -1.481
H 0.729 0.979 -2.478
H -0.155 2.918 -1.598
H 1.573 3.266 -1.684
H 0.752 3.889 0.522
H 1.926 2.559 0.602
H -1.476 3.436 0.483
H -1.986 2.335 1.751
H -1.692 1.569 -1.192
H -3.187 1.805 -0.268
H -2.453 -0.527 -0.457
H -2.522 -0.035 1.109
H 0.089 3.128 2.862
H 1.381 1.945 2.604
H -1.506 1.280 3.361
H -0.096 1.261 4.417
H -0.854 -0.908 3.335
H 0.743 -0.575 3.296
C -0.772 -3.259 -2.504
C 0.348 -2.795 -1.553
C 1.570 -2.357 -2.389
C 0.757 -3.959 -0.624
N -0.090 -1.737 -0.754
H -0.388 -4.024 -3.170
H -1.126 -2.423 -3.102
H -1.605 -3.673 -1.944
H 2.001 -3.224 -2.876
H 2.321 -1.910 -1.746
H 1.266 -1.643 -3.149
H 1.156 -4.774 -1.217
H -0.107 -4.317 -0.073
H 1.516 -3.621 0.074
I 2.774 -0.710 1.088
*
```

The calculation puts the HOMO energy (alpha / beta) at -10.29 / -10.45 eV. Its expectation value of S² is 0.7858. The value obtained for the relative energy (zero: lowest compared OMol25 entry of this formula, charge and spin) is 105.3 kJ/mol. The electronic energy comes out at -1046.7735 Eh.

Results of the natural (NBO) charge analysis, in e, for atoms 1 through 2: number 1, Re, carries 1.01; number 2, N, carries -0.83


Record 4
Below is a cluster of 14 separate species, C47H94Cl6O11 in total, with properties calculated with ωB97M-V/def2-TZVPD.

Geometry as ORCA input:
```
! RIJCOSX wB97M-V def2-TZVPD def2/J DEFGRID3
* xyz 0 1
C -3.438 -16.073 15.494
Cl -4.503 -14.800 15.973
Cl -2.982 -16.018 13.724
H -2.524 -15.991 16.041
H -3.946 -16.986 15.688
C -10.978 -14.786 14.581
Cl -11.237 -16.532 14.952
Cl -11.902 -14.161 13.220
H -11.248 -14.205 15.423
H -9.970 -14.703 14.306
C -6.305 -17.557 13.710
Cl -7.014 -18.087 15.292
Cl -5.317 -18.830 13.045
H -7.031 -17.162 13.057
H -5.749 -16.707 13.969
C -10.440 -9.830 15.863
C -10.506 -9.859 17.390
C -11.234 -11.173 17.680
O -10.927 -12.053 16.617
C -11.018 -11.193 15.474
H -9.423 -9.820 15.518
H -11.030 -9.059 15.342
H -11.003 -9.009 17.807
H -9.496 -10.009 17.789
H -12.345 -11.097 17.761
H -10.852 -11.650 18.606
H -12.053 -11.077 15.106
H -10.462 -11.751 14.670
C -12.356 -14.607 19.718
C -13.376 -14.317 20.870
C -14.615 -15.089 20.348
O -14.536 -15.080 18.924
C -13.255 -14.654 18.433
H -11.974 -15.611 19.944
H -11.506 -13.963 19.632
H -13.557 -13.258 21.006
H -13.044 -14.707 21.835
H -15.516 -14.550 20.686
H -14.663 -16.099 20.680
H -13.352 -13.612 18.084
H -12.835 -15.288 17.644
C -6.730 -11.970 13.692
C -5.652 -12.639 12.950
C -6.340 -13.861 12.345
O -7.708 -13.780 12.758
C -8.002 -12.423 12.989
H -6.642 -10.916 13.710
H -6.775 -12.286 14.795
H -4.809 -12.986 13.549
H -5.232 -11.928 12.260
H -5.959 -14.873 12.606
H -6.315 -13.818 11.240
H -8.904 -12.464 13.601
H -8.171 -11.879 12.037
C -3.769 -20.092 19.172
C -2.621 -19.100 19.426
C -2.674 -18.164 18.215
O -4.023 -18.250 17.686
C -4.379 -19.642 17.895
H -4.408 -20.043 20.028
H -3.424 -21.149 19.154
H -1.656 -19.588 19.399
H -2.809 -18.535 20.306
H -2.008 -18.498 17.300
H -2.460 -17.088 18.280
H -4.087 -20.275 17.066
H -5.505 -19.697 17.916
C -9.811 -18.608 17.752
C -8.876 -19.542 18.606
C -9.502 -19.440 19.951
O -9.921 -18.072 20.063
C -10.285 -17.538 18.741
H -10.700 -19.147 17.338
H -9.280 -18.261 16.865
H -7.864 -19.055 18.540
H -8.826 -20.573 18.192
H -8.802 -19.573 20.742
H -10.304 -20.181 20.021
H -9.792 -16.561 18.685
H -11.335 -17.312 18.680
C -2.674 -12.060 19.530
C -2.927 -13.088 18.442
C -3.190 -14.345 19.317
O -3.555 -13.939 20.603
C -2.654 -12.876 20.821
H -3.464 -11.350 19.554
H -1.720 -11.543 19.419
H -2.099 -13.251 17.710
H -3.850 -12.866 17.900
H -2.270 -15.008 19.313
H -4.044 -14.926 18.925
H -1.650 -13.302 21.025
H -2.951 -12.272 21.691
C -8.969 -14.791 23.595
C -7.742 -13.887 23.881
C -6.978 -14.694 25.006
O -7.220 -16.088 24.783
C -8.607 -16.149 24.310
H -9.100 -14.951 22.501
H -9.861 -14.351 24.002
H -8.055 -12.864 24.131
H -7.118 -13.852 23.027
H -7.378 -14.365 25.925
H -5.943 -14.351 25.113
H -9.282 -16.334 25.137
H -8.642 -17.024 23.622
C -10.553 -11.407 21.721
C -11.845 -10.616 21.890
C -11.694 -9.594 20.672
O -10.323 -9.369 20.392
C -9.582 -10.305 21.248
H -10.665 -12.177 20.946
H -10.250 -11.906 22.622
H -11.877 -10.050 22.822
H -12.733 -11.258 21.845
H -12.212 -8.648 20.794
H -12.160 -10.045 19.780
H -9.251 -9.756 22.098
H -8.766 -10.628 20.633
C -7.366 -8.548 19.035
C -6.088 -9.413 19.144
C -5.797 -9.662 17.718
O -6.196 -8.519 16.996
C -7.350 -7.941 17.617
H -7.407 -7.815 19.861
H -8.255 -9.161 19.121
H -6.258 -10.366 19.617
H -5.277 -8.857 19.623
H -6.361 -10.553 17.326
H -4.731 -9.840 17.540
H -8.229 -8.226 17.046
H -7.161 -6.835 17.659
C -7.028 -13.986 19.104
C -8.166 -13.107 18.479
C -8.859 -14.107 17.593
O -7.956 -15.126 17.267
C -7.197 -15.366 18.449
H -7.122 -14.020 20.229
H -6.103 -13.490 18.824
H -7.811 -12.306 17.779
H -8.884 -12.698 19.223
H -9.264 -13.681 16.642
H -9.696 -14.614 18.176
H -6.234 -15.883 18.168
H -7.747 -16.123 19.027
C -6.277 -18.574 21.551
C -5.730 -17.274 20.820
C -4.520 -16.872 21.792
O -4.055 -18.155 22.243
C -5.230 -18.851 22.683
H -6.318 -19.380 20.787
H -7.212 -18.381 21.968
H -6.564 -16.612 20.734
H -5.337 -17.484 19.775
H -4.811 -16.259 22.657
H -3.666 -16.440 21.262
H -5.632 -18.333 23.560
H -4.916 -19.900 22.811
*
```

The calculation puts the HOMO energy at -9.47 eV. The electronic energy comes out at -5435.7411 Eh.

Results of the Mulliken charge analysis, in e, for atoms 1 through 2: number 1, C, carries -0.20; number 2, Cl, carries 0.02


What did the third record say?
Below is a structure of composition C10H27IN5Re, with properties calculated with ωB97M-V/def2-TZVPD.

Geometry as ORCA input:
```
! RIJCOSX wB97M-V def2-TZVPD def2/J DEFGRID3
* xyz 1 2
Re 0.211 -0.446 0.493
N 1.038 1.206 -1.540
C 0.821 2.615 -1.221
C 0.911 2.824 0.295
N -0.027 1.990 1.065
C -1.425 2.394 0.815
C -2.138 1.491 -0.200
N -2.019 0.092 0.230
C 0.307 2.115 2.496
C -0.426 1.104 3.384
N -0.164 -0.270 2.939
H 2.028 0.981 -1.481
H 0.729 0.979 -2.478
H -0.155 2.918 -1.598
H 1.573 3.266 -1.684
H 0.752 3.889 0.522
H 1.926 2.559 0.602
H -1.476 3.436 0.483
H -1.986 2.335 1.751
H -1.692 1.569 -1.192
H -3.187 1.805 -0.268
H -2.453 -0.527 -0.457
H -2.522 -0.035 1.109
H 0.089 3.128 2.862
H 1.381 1.945 2.604
H -1.506 1.280 3.361
H -0.096 1.261 4.417
H -0.854 -0.908 3.335
H 0.743 -0.575 3.296
C -0.772 -3.259 -2.504
C 0.348 -2.795 -1.553
C 1.570 -2.357 -2.389
C 0.757 -3.959 -0.624
N -0.090 -1.737 -0.754
H -0.388 -4.024 -3.170
H -1.126 -2.423 -3.102
H -1.605 -3.673 -1.944
H 2.001 -3.224 -2.876
H 2.321 -1.910 -1.746
H 1.266 -1.643 -3.149
H 1.156 -4.774 -1.217
H -0.107 -4.317 -0.073
H 1.516 -3.621 0.074
I 2.774 -0.710 1.088
*
```

The calculation puts the HOMO energy (alpha / beta) at -10.29 / -10.45 eV. Its expectation value of S² is 0.7858. The value obtained for the relative energy (zero: lowest compared OMol25 entry of this formula, charge and spin) is 105.3 kJ/mol. The electronic energy comes out at -1046.7735 Eh.

Results of the natural (NBO) charge analysis, in e, for atoms 1 through 2: number 1, Re, carries 1.01; number 2, N, carries -0.83


Among the records above, which one has the highest electronic energy? CHHgLiO2


Which of these has the highest electronic energy? CHHgLiO2